DFT (wB97M-V/def2-TZVPD) results for a 7-piece molecular cluster, C17H25Cl4F3O15 overall.

```
64
Properties=species:S:1:pos:R:3:lowdin_charge:R:1
C -6.8504 11.7026 -2.2611 -0.01
O -6.4049 12.0140 -0.9395 0.07
C -5.5420 12.9127 -0.8045 -0.67
O -5.0452 13.6222 -1.6587 0.10
O -5.1815 12.8847 0.4802 0.02
C -4.3030 13.8649 0.9355 -0.07
H -7.4961 12.4013 -2.7931 0.08
H -7.2800 10.7021 -2.3126 0.10
H -6.0049 11.6977 -2.9490 0.09
H -4.8305 14.7886 1.1734 0.10
H -3.6023 14.1610 0.1548 0.09
H -3.6966 13.6190 1.8072 0.10
C -8.0436 20.2682 -4.5464 -0.01
O -7.5346 18.9613 -4.1822 0.03
C -7.7829 18.0013 -5.0420 -0.63
O -8.3342 18.0978 -6.1132 0.10
O -7.3451 16.7934 -4.6255 -0.02
C -7.0039 16.5242 -3.2374 -0.01
H -7.6443 20.7496 -5.4391 0.07
H -7.8701 21.0051 -3.7623 0.10
H -9.1131 20.1859 -4.7404 0.07
H -6.2495 17.2045 -2.8423 0.10
H -6.5505 15.5331 -3.2234 0.09
H -7.9417 16.5343 -2.6819 0.10
C -10.4857 14.7030 -5.7391 -0.08
C -10.7283 15.5996 -4.5065 -0.33
O -10.2943 14.8393 -3.4216 0.18
C -10.2843 13.6019 -3.8198 -0.54
O -10.2308 12.6362 -3.0409 0.12
O -10.4177 13.4632 -5.1514 0.10
F -12.0174 15.8726 -4.5034 0.11
H -9.5217 14.8675 -6.2206 0.12
H -11.1926 14.9304 -6.5369 0.14
H -10.1712 16.5210 -4.6762 0.15
C -9.1216 24.2050 -6.8192 -0.06
C -10.5711 24.4223 -6.5467 -0.44
O -10.5957 24.3291 -5.2038 0.15
C -9.6461 23.3830 -4.8296 -0.48
O -9.6261 22.7907 -3.7640 0.15
O -8.7898 23.1894 -5.8407 0.03
F -11.2071 23.4872 -7.1699 0.14
H -8.6461 25.1664 -6.6248 0.14
H -8.9097 23.8878 -7.8403 0.14
H -10.8763 25.3765 -6.9761 0.18
C -11.8487 19.8932 -5.9471 -0.04
C -12.2674 19.5231 -4.5254 -0.36
O -12.3784 20.7728 -3.8999 0.17
C -12.6871 21.6554 -4.8068 -0.58
O -13.0472 22.7619 -4.5327 0.18
O -12.5318 21.1190 -6.0625 0.06
F -11.3699 18.7862 -3.9553 0.12
H -12.1734 19.2053 -6.7278 0.14
H -10.7706 20.0524 -5.9660 0.13
H -13.2334 19.0317 -4.4089 0.18
C -5.4402 22.2700 -6.7139 -1.02
Cl -5.7738 22.7237 -8.3336 0.56
Cl -5.6975 23.6735 -5.6070 0.52
H -6.0637 21.4681 -6.3187 0.00
H -4.4381 21.8470 -6.7844 0.03
C -8.6248 16.1736 -9.0609 -0.92
Cl -9.1613 14.4737 -9.3675 0.47
Cl -10.0857 17.2880 -9.0694 0.44
H -8.2383 16.1413 -8.0423 -0.01
H -7.8628 16.4737 -9.7802 0.03
```

- SMILES = O=C1OC[C@@H](F)O1.O=C1OC[C@@H](F)O1.O=C1OC[C@@H](F)O1.COC(=O)OC.COC(=O)OC.ClCCl.ClCCl
- frontier orbital gap (eV) = 11.19
- LUMO energy (eV) = 0.3
- highest occupied orbital energy (eV) = -10.92